No. 1
8
Properties=species:S:1:pos:R:3:forces:R:3:lowdin_charge:R:1 method="wB97M-V/def2-TZVPD" total_charge=+1 lumo_energy_ev="-8.4649 / -8.4635" homo_ev="-14.29 / -14.29" homo_lumo_gap_ev="5.826 / 5.828"
C -0.192 0.204 -0.814 -0.3003 -0.0286 0.1013 -0.45
N 1.006 0.539 -1.223 -2.9968 -2.1845 2.6604 0.12
N -0.311 -0.716 1.915 1.6688 0.0693 -0.8423 0.27
Br -1.827 0.545 -1.758 1.9240 -0.1043 0.9591 0.79
H 1.810 0.131 -0.773 0.2908 0.1072 0.3828 0.14
H 1.123 1.145 -1.960 0.5273 1.6461 -2.3996 0.09
H -0.680 -1.650 2.093 -0.2330 -0.7242 -0.8289 0.03
H -0.930 -0.198 2.519 -0.8808 1.2191 -0.0328 0.02



No. 2
7
Properties=species:S:1:pos:R:3:forces:R:3:lowdin_charge:R:1 method="wB97M-V/def2-TZVPD" total_charge=0 lumo_energy_ev=0.1103 homo_ev=-9.54 homo_lumo_gap_ev=9.654 smiles="O=C[SiH2]Cl"
O -0.875 1.703 -0.048 0.1706 1.6348 -0.4762 -0.04
C -0.857 0.533 0.160 -3.9165 -0.4713 1.7335 -0.51
Si 0.655 -0.451 -0.038 -1.0859 -2.9293 -2.7784 0.14
Cl 2.112 0.842 0.158 1.5538 0.6348 0.3434 0.38
H -1.921 0.086 0.581 2.0385 0.2010 -0.9015 0.11
H 0.413 -1.690 0.721 0.7023 0.1464 0.5555 -0.06
H 0.473 -1.023 -1.533 0.5372 0.7836 1.5235 -0.01



No. 3
49
Properties=species:S:1:pos:R:3:forces:R:3:lowdin_charge:R:1 method="wB97M-V/def2-TZVPD" total_charge=+1 lumo_energy_ev=-4.1298 homo_ev=-11.43 homo_lumo_gap_ev=7.296
Ti 0.291 0.038 -0.080 0.7517 0.3194 -0.0185 0.98
Br -0.197 -1.714 2.016 -0.0349 0.0208 -0.0497 0.95
C 1.397 -2.705 1.583 0.0348 -0.0404 0.0080 -0.51
C 1.694 -3.750 2.403 0.0479 -0.0049 -0.0373 -0.10
C 2.846 -4.516 2.131 -0.0263 0.0211 0.0031 -0.05
C 3.634 -4.203 1.063 -0.0133 -0.0031 0.0174 -0.01
C 3.321 -3.112 0.218 0.0598 -0.0185 -0.0333 -0.15
C 4.152 -2.793 -0.887 -0.0476 0.0183 0.0238 0.00
C 3.862 -1.741 -1.701 -0.0197 0.0292 -0.0184 -0.05
C 2.721 -0.947 -1.448 -0.0036 0.0459 -0.0342 -0.07
C 1.878 -1.209 -0.393 -0.1724 -0.0981 0.2107 -0.18
C 2.173 -2.316 0.466 -0.0126 0.0239 -0.0084 -0.20
H 1.065 -3.994 3.247 -0.0144 0.0118 0.0006 0.11
H 3.093 -5.348 2.776 -0.0052 -0.0029 0.0044 0.12
H 4.518 -4.788 0.846 0.0048 0.0032 -0.0039 0.12
H 5.026 -3.405 -1.068 0.0052 -0.0063 0.0044 0.12
H 4.502 -1.502 -2.539 -0.0005 -0.0020 0.0001 0.12
H 2.527 -0.109 -2.107 0.0086 -0.0021 0.0002 0.10
S -0.321 1.554 -4.212 0.0716 0.0836 0.0197 1.10
C 0.639 2.747 -3.442 -0.0397 -0.0280 0.0739 -0.37
C 0.847 2.477 -2.122 0.0533 0.0055 -0.0260 -0.16
C 0.229 1.263 -1.706 -0.0668 -0.1343 -0.0587 -0.27
C -0.440 0.669 -2.755 -0.1405 -0.1776 0.0337 -0.52
C -1.193 -0.572 -2.582 -0.0393 0.1791 -0.1498 -0.26
C -1.860 -1.239 -3.602 0.0380 0.0368 0.0813 0.01
C -2.554 -2.396 -3.306 -0.0126 0.0144 -0.0943 -0.02
C -2.569 -2.870 -2.003 0.0276 -0.0060 0.1448 -0.03
C -1.879 -2.165 -1.039 0.0030 0.0466 -0.0612 -0.11
N -1.206 -1.036 -1.312 0.0450 0.0199 0.2287 0.01
H 0.992 3.595 -4.008 0.0011 0.0030 -0.0075 0.08
H 1.428 3.116 -1.472 0.0021 0.0089 -0.0057 0.11
H -1.833 -0.848 -4.609 0.0099 0.0060 -0.0027 0.11
H -3.079 -2.925 -4.090 -0.0084 -0.0151 0.0138 0.13
H -3.102 -3.769 -1.729 -0.0049 -0.0038 -0.0140 0.12
H -1.852 -2.497 -0.012 -0.0304 -0.0495 -0.0171 0.07
Br 0.280 5.229 2.941 0.0186 -0.0042 -0.0002 0.86
C -0.997 4.153 2.075 -0.0429 -0.0460 0.0040 -0.60
C -2.198 4.750 1.708 0.0440 0.0214 0.0074 -0.10
C -3.170 4.025 1.042 -0.0185 -0.1081 -0.0432 -0.05
C -2.950 2.689 0.727 0.0756 0.1534 0.0883 -0.05
C -1.747 2.112 1.088 -0.3645 -0.1867 -0.2223 -0.05
C -0.756 2.815 1.763 -0.0154 0.2185 0.1114 -0.17
C 0.505 2.113 2.130 0.2814 -0.4442 -0.3788 -0.49
O 1.155 2.227 3.115 -0.0856 0.1605 0.1057 0.15
O 0.875 1.212 1.149 -0.4176 -0.1646 -0.0812 -0.20
H -2.361 5.791 1.946 0.0023 0.0057 0.0041 0.11
H -4.099 4.504 0.767 -0.0043 0.0053 0.0003 0.12
H -3.701 2.107 0.212 -0.0195 0.0073 0.0011 0.11
H -1.646 1.048 0.849 0.0753 0.0767 0.1755 0.08



No. 4
62
Properties=species:S:1:pos:R:3:forces:R:3:lowdin_charge:R:1 method="wB97M-V/def2-TZVPD" total_charge=0 lumo_energy_ev=0.3453 homo_ev=-8.78 homo_lumo_gap_ev=9.122 smiles="COCCCNC(=O)c1ccc(Cn2c(=O)c3ccccc3n(Cc3ccccc3C#N)c2=O)cc1"
C 3.834 3.095 -4.092 0.0257 0.0128 -0.0135 -0.11
O 2.953 2.500 -3.173 -0.0294 -0.2284 0.0047 -0.20
C 1.896 3.325 -2.752 -0.2802 0.2511 0.0705 -0.24
C 0.830 3.607 -3.820 0.3119 -0.4378 0.1121 -0.16
C 0.312 2.335 -4.489 0.1178 0.2080 -0.2863 -0.18
N -0.300 1.429 -3.547 -0.0915 0.3435 0.1500 0.07
C -0.060 0.095 -3.585 -0.1334 0.0480 0.0575 -0.46
O 0.686 -0.406 -4.405 0.1656 -0.1554 -0.0777 0.07
C -0.736 -0.716 -2.529 -0.1062 -0.3983 0.1129 -0.15
C -0.147 -1.935 -2.201 -0.0292 0.0997 -0.1876 -0.01
C -0.682 -2.736 -1.212 -0.0938 0.0545 -0.0599 -0.01
C -1.826 -2.335 -0.535 -0.0408 0.0010 -0.1345 -0.19
C -2.359 -3.128 0.628 -0.0695 -0.1645 -0.1273 -0.06
N -2.044 -2.406 1.862 -0.1670 -0.2119 -0.1222 0.10
C -3.055 -1.713 2.506 -0.0021 0.0394 0.0551 -0.37
O -4.200 -1.761 2.112 -0.1039 0.0644 0.0009 0.09
C -2.619 -0.972 3.690 0.1127 0.2215 0.3304 -0.08
C -3.583 -0.357 4.488 0.1525 -0.0988 -0.1015 0.00
C -3.214 0.355 5.607 -0.0541 0.0293 0.0389 -0.07
C -1.869 0.446 5.938 -0.0343 -0.0189 -0.0887 -0.07
C -0.901 -0.151 5.156 0.1807 -0.0273 -0.0415 -0.01
C -1.258 -0.861 4.008 -0.6762 0.0943 0.2571 -0.15
N -0.335 -1.477 3.184 0.2447 -0.1798 -0.1312 0.04
C 1.096 -1.215 3.234 0.1887 -0.1398 0.0738 -0.06
C 1.648 -0.907 1.863 0.0414 0.2732 -0.1364 -0.16
C 2.868 -1.422 1.454 -0.0721 0.0967 0.0626 -0.02
C 3.387 -1.124 0.205 -0.0263 0.0265 0.0231 -0.05
C 2.693 -0.299 -0.667 0.0420 0.0039 -0.0312 -0.05
C 1.477 0.224 -0.278 -0.0017 0.0097 0.1461 -0.02
C 0.952 -0.072 0.979 0.9988 -0.3721 -0.2690 -0.16
C -0.297 0.495 1.315 -0.5386 0.4421 0.1264 -0.17
N -1.303 0.998 1.548 -0.3059 0.2133 0.0240 0.23
C -0.707 -2.357 2.189 0.0045 -0.1318 0.4302 -0.43
O 0.117 -3.038 1.618 0.0286 -0.1941 -0.0712 0.12
C -2.436 -1.134 -0.881 -0.0306 -0.1153 0.0186 -0.02
C -1.901 -0.332 -1.871 0.1662 0.0336 -0.1044 -0.02
H 4.656 2.395 -4.224 0.0272 0.0760 -0.0705 0.09
H 4.223 4.046 -3.706 -0.0002 -0.0182 -0.0250 0.09
H 3.360 3.275 -5.063 0.0167 0.0055 -0.0077 0.09
H 1.444 2.790 -1.913 0.0059 0.1387 -0.0193 0.10
H 2.289 4.284 -2.378 -0.0377 -0.1160 0.0180 0.12
H 1.241 4.258 -4.594 -0.0803 0.0748 -0.0154 0.11
H 0.007 4.141 -3.340 -0.0033 0.1221 -0.0003 0.11
H -0.407 2.607 -5.273 0.1512 -0.0685 0.0205 0.12
H 1.134 1.780 -4.947 -0.1382 0.1358 -0.0170 0.12
H -0.940 1.814 -2.872 0.0334 -0.1684 0.0264 0.13
H 0.745 -2.229 -2.732 0.0702 -0.0203 -0.0486 0.12
H -0.201 -3.664 -0.947 0.0591 -0.0789 0.0630 0.12
H -1.894 -4.114 0.674 -0.1110 0.1021 -0.0158 0.13
H -3.447 -3.215 0.590 0.2126 -0.0396 0.0194 0.13
H -4.616 -0.461 4.194 -0.0780 -0.0008 -0.0320 0.12
H -3.959 0.832 6.224 -0.0759 0.0325 0.0505 0.10
H -1.568 0.988 6.823 0.0409 0.0376 0.0654 0.11
H 0.130 -0.073 5.461 0.0653 -0.0110 -0.0052 0.10
H 1.269 -0.354 3.882 -0.0609 -0.1445 -0.0395 0.13
H 1.617 -2.086 3.647 0.0153 0.1839 -0.0128 0.14
H 3.412 -2.076 2.120 0.0309 -0.0993 0.0681 0.12
H 4.335 -1.546 -0.092 0.0888 -0.0377 -0.0304 0.11
H 3.086 -0.060 -1.643 0.0537 0.0248 -0.1159 0.11
H 0.917 0.861 -0.944 -0.0394 0.0435 -0.0414 0.10
H -3.332 -0.825 -0.363 -0.1024 0.0443 0.0749 0.12
H -2.416 0.583 -2.131 -0.0387 0.0893 -0.0203 0.11



Number 1: DFT total energy -74111.0233 eV. Number 2: DFT total energy -23532.5955 eV. Number 3: DFT total energy -206837.4640 eV. Number 4: DFT total energy -43610.3832 eV.